Here is a cluster of 11 separate species, C44H77N11 in total at a distorted geometry from OMol25. Energies are from wB97M-V/def2-TZVPD.

```
! wB97M-V def2-TZVPD RIJCOSX def2/J DEFGRID3
* xyz 0 1
C 1.31 2.76 9.25
C -0.14 2.65 8.86
C -0.77 4.02 9.05
C -0.23 5.07 8.21
N 0.24 5.95 7.62
H 1.94 3.06 8.42
H 1.71 1.84 9.67
H 1.38 3.38 10.15
H -0.69 1.82 9.30
H -0.17 2.37 7.81
H -0.75 4.48 10.04
H -1.83 4.01 8.81
C 6.90 -8.39 0.67
C 8.43 -8.42 0.80
C 9.10 -8.56 2.26
C 9.51 -10.00 2.55
N 9.87 -11.08 2.76
H 6.65 -9.45 0.66
H 6.59 -7.78 -0.18
H 6.46 -7.99 1.59
H 8.81 -7.53 0.30
H 8.66 -9.29 0.18
H 8.40 -8.21 3.03
H 9.91 -7.84 2.41
C -7.13 -4.32 -0.17
C -8.59 -4.70 -0.47
C -9.03 -4.42 -1.89
C -8.07 -4.80 -2.91
N -7.27 -5.13 -3.73
H -7.07 -3.24 -0.29
H -6.43 -4.82 -0.85
H -6.68 -4.66 0.76
H -9.29 -4.13 0.14
H -8.89 -5.73 -0.33
H -9.19 -3.34 -1.93
H -9.92 -4.99 -2.14
C -1.27 -4.96 -10.13
C -1.77 -6.28 -10.77
C -1.95 -7.47 -9.81
C -1.29 -8.71 -10.20
N -0.78 -9.71 -10.54
H -0.31 -5.09 -9.64
H -2.05 -4.48 -9.54
H -1.18 -4.21 -10.92
H -1.08 -6.45 -11.60
H -2.78 -6.14 -11.16
H -3.02 -7.56 -9.61
H -1.36 -7.25 -8.92
C 1.12 -1.32 0.43
C 0.65 0.14 0.29
C -0.68 0.23 -0.47
C -0.79 -0.44 -1.77
N -0.92 -1.02 -2.79
H 0.27 -1.98 0.58
H 1.74 -1.32 1.33
H 1.67 -1.68 -0.44
H 1.37 0.79 -0.21
H 0.63 0.40 1.35
H -1.02 1.24 -0.72
H -1.45 -0.07 0.25
C -1.77 8.07 -2.95
C -1.64 9.59 -3.00
C -2.39 10.24 -1.87
C -1.70 10.06 -0.58
N -1.08 9.95 0.41
H -2.78 7.67 -2.87
H -1.21 7.69 -2.10
H -1.45 7.58 -3.87
H -2.05 10.11 -3.86
H -0.63 10.00 -3.06
H -3.41 9.87 -1.84
H -2.51 11.31 -2.05
C -5.35 3.15 -12.07
C -4.54 2.39 -11.04
C -4.53 2.89 -9.59
C -5.83 2.94 -8.96
N -6.88 2.98 -8.49
H -5.09 4.20 -12.19
H -6.42 2.96 -12.02
H -5.16 2.73 -13.06
H -3.51 2.13 -11.29
H -5.05 1.43 -10.98
H -4.09 3.84 -9.29
H -3.96 2.14 -9.04
C -8.53 6.62 6.64
C -9.66 5.77 5.96
C -9.10 4.52 5.36
C -7.71 4.58 4.71
N -6.67 4.64 4.20
H -8.93 7.34 7.35
H -8.16 7.12 5.74
H -7.73 6.08 7.14
H -10.19 6.34 5.19
H -10.37 5.49 6.74
H -9.77 4.14 4.59
H -9.11 3.68 6.06
C -0.49 -9.29 2.08
C -0.91 -9.83 3.38
C 0.13 -10.87 3.84
C 1.30 -10.14 4.29
N 2.28 -9.64 4.69
H -0.87 -9.83 1.22
H 0.57 -9.33 1.80
H -0.89 -8.29 1.89
H -1.87 -10.34 3.32
H -1.21 -9.05 4.08
H 0.29 -11.75 3.22
H -0.18 -11.11 4.86
C 8.74 8.03 -1.58
C 8.28 6.56 -1.47
C 6.76 6.47 -1.52
C 6.09 6.86 -0.27
N 5.53 7.23 0.71
H 9.82 8.07 -1.66
H 8.47 8.72 -0.78
H 8.42 8.42 -2.55
H 8.79 6.05 -0.65
H 8.65 6.01 -2.33
H 6.39 5.46 -1.66
H 6.43 6.98 -2.43
C 8.40 1.62 5.31
C 9.47 1.13 6.39
C 10.16 2.35 7.19
C 9.26 3.08 8.00
N 8.50 3.67 8.68
H 8.25 0.89 4.52
H 8.76 2.47 4.74
H 7.45 2.01 5.67
H 10.21 0.46 5.95
H 8.98 0.50 7.13
H 10.74 2.97 6.51
H 10.77 1.95 8.00
*
```

## Properties
SMILES ... CCCC#N.CCCC#N.CCCC#N.CCCC#N.CCCC#N.CCCC#N.CCCC#N.CCCC#N.CCCC#N.CCCC#N.CCCC#N
Energy above the lowest of the compared OMol25 structures with the same formula, charge and spin ... 6.953 eV
M ... 760.2 g/mol
Gap between HOMO and LUMO ... 11.79 eV

Here is a cluster of 2 separate species, CF3NO3 in total at a distorted geometry from OMol25. Energies are from wB97M-V/def2-TZVPD.

```
! wB97M-V def2-TZVPD RIJCOSX def2/J DEFGRID3
* xyz 0 1
C -0.91 -0.46 0.22
N 1.44 0.58 -0.08
O 2.33 -0.16 -0.01
O 0.21 -0.87 0.31
O 1.04 1.62 -0.51
F -1.77 -1.57 0.25
F -1.18 0.20 -1.08
F -1.18 0.65 0.91
*
```

## Properties
Energy above the lowest of the compared OMol25 structures with the same formula, charge and spin ... 1.954 eV
M ... 131.0 g/mol
Gap between HOMO and LUMO (alpha / beta) ... 9.35 / 9.34 eV

Here is a structure of composition C14H19N5O2Tc at a distorted geometry from OMol25. Energies are from wB97M-V/def2-TZVPD.

```
! wB97M-V def2-TZVPD RIJCOSX def2/J DEFGRID3
* xyz 3 1
Tc 0.36 1.75 -0.75
N 0.32 3.25 -2.37
C -0.85 2.98 -3.25
C -1.93 2.24 -2.48
O -3.05 2.06 -2.72
O -1.36 1.75 -1.21
H 0.23 4.19 -1.98
H 1.16 3.29 -2.95
H -0.54 2.34 -4.08
H -1.27 3.90 -3.66
C -2.37 -2.17 3.80
C -1.69 -1.00 4.49
C -2.42 0.32 4.25
C -0.20 -0.88 4.15
N 0.01 -0.48 2.73
C 0.22 0.70 2.21
N 0.31 0.54 0.88
N 0.14 -0.80 0.64
N -0.04 -1.40 1.73
H -3.37 -2.32 4.21
H -1.81 -3.10 3.94
H -2.48 -2.00 2.72
H -1.68 -1.19 5.57
H -2.60 0.48 3.18
H -1.88 1.17 4.65
H -3.40 0.30 4.73
H 0.34 -1.83 4.26
H 0.29 -0.11 4.75
H 0.32 1.62 2.77
C 1.22 0.53 -1.76
C 1.84 -0.38 -2.53
C 2.98 0.01 -3.32
C 3.55 -0.92 -4.14
C 3.03 -2.22 -4.19
C 1.93 -2.63 -3.41
C 1.33 -1.73 -2.58
H 3.38 1.01 -3.25
H 4.41 -0.66 -4.75
H 3.50 -2.95 -4.85
H 1.58 -3.65 -3.48
H 0.49 -2.01 -1.95
*
```

## Properties
M ... 387.3 g/mol
Gap between HOMO and LUMO (alpha / beta) ... 5.36 / 5.37 eV

Here is a cluster of 9 separate species, C32H88ClN8O12 in total at a distorted geometry from OMol25. Energies are from wB97M-V/def2-TZVPD.

```
! wB97M-V def2-TZVPD RIJCOSX def2/J DEFGRID3
* xyz -1 1
Cl -2.47 1.00 -0.83
O -2.12 2.32 -0.20
O -1.25 0.34 -1.13
O -3.28 0.18 0.05
O -3.10 1.29 -2.05
C 7.44 2.79 5.69
C 6.13 3.08 5.10
C 5.83 2.35 3.76
O 4.51 2.48 3.39
C 4.16 1.67 2.27
N 5.05 2.69 6.04
H 7.75 1.75 5.72
H 7.65 3.14 6.70
H 8.25 3.26 5.12
H 5.99 4.15 4.98
H 5.98 1.29 3.99
H 6.41 2.64 2.88
H 4.37 0.61 2.40
H 4.82 1.94 1.43
H 3.11 1.69 2.00
H 5.28 1.72 6.24
H 5.31 3.04 6.95
C 2.77 -1.67 -4.60
C 2.73 -3.13 -5.02
C 4.11 -3.91 -4.92
O 4.10 -5.20 -5.54
C 5.32 -5.88 -5.57
N 1.62 -3.84 -4.38
H 1.87 -1.24 -5.04
H 3.60 -1.09 -4.99
H 2.76 -1.50 -3.52
H 2.30 -2.94 -6.00
H 4.41 -3.94 -3.87
H 4.79 -3.28 -5.48
H 5.01 -6.92 -5.66
H 5.85 -5.88 -4.61
H 5.90 -5.64 -6.45
H 0.91 -3.13 -4.43
H 1.75 -3.97 -3.38
C 0.63 6.84 1.78
C 1.63 6.21 2.78
C 2.17 7.11 3.83
O 2.74 6.28 4.81
C 3.28 6.99 5.97
N 0.90 5.16 3.43
H 1.32 7.54 1.32
H -0.23 7.37 2.19
H 0.21 6.23 0.98
H 2.51 5.92 2.21
H 1.44 7.82 4.22
H 2.91 7.79 3.41
H 3.94 7.80 5.67
H 3.72 6.24 6.62
H 2.39 7.44 6.41
H 0.32 4.82 2.68
H 0.11 5.48 3.99
C -8.14 3.33 1.38
C -7.12 3.91 2.41
C -7.81 4.78 3.54
O -8.60 5.86 3.05
C -8.00 7.06 2.60
N -6.38 2.88 3.07
H -7.56 2.70 0.71
H -8.60 4.08 0.75
H -8.86 2.69 1.89
H -6.35 4.45 1.85
H -7.12 4.98 4.35
H -8.54 4.15 4.06
H -7.76 7.76 3.40
H -8.43 7.64 1.78
H -7.05 6.83 2.12
H -5.55 3.40 3.32
H -5.99 2.25 2.39
C 0.49 3.27 -7.13
C -0.93 3.72 -6.87
C -1.12 4.97 -5.92
O -0.73 6.17 -6.50
C -0.78 7.32 -5.68
N -1.68 4.02 -8.10
H 0.98 3.91 -7.86
H 0.58 2.31 -7.64
H 1.21 3.34 -6.31
H -1.59 3.05 -6.32
H -0.53 4.83 -5.02
H -2.14 5.09 -5.56
H -1.46 7.21 -4.83
H -1.21 7.97 -6.45
H 0.19 7.57 -5.26
H -1.33 4.83 -8.60
H -2.64 4.29 -7.96
C -0.74 -1.22 4.25
C -0.88 0.25 4.76
C -1.90 0.20 5.88
O -2.47 1.51 6.03
C -3.69 1.51 6.80
N 0.39 0.59 5.32
H -1.66 -1.77 4.07
H -0.20 -1.77 5.03
H -0.13 -1.30 3.35
H -1.05 0.98 3.96
H -1.55 -0.20 6.83
H -2.71 -0.47 5.56
H -4.51 0.92 6.40
H -4.11 2.51 6.93
H -3.49 1.21 7.83
H 0.34 0.11 6.22
H 1.01 -0.05 4.85
C 2.93 -9.41 -1.23
C 2.24 -8.00 -1.38
C 3.05 -6.81 -0.72
O 2.38 -5.59 -0.97
C 2.94 -4.61 -0.10
N 2.08 -7.73 -2.76
H 3.86 -9.32 -1.78
H 2.31 -10.19 -1.66
H 3.11 -9.83 -0.24
H 1.29 -8.01 -0.84
H 4.06 -6.71 -1.10
H 3.28 -7.08 0.32
H 2.96 -4.90 0.95
H 2.44 -3.64 -0.16
H 4.01 -4.46 -0.27
H 3.01 -7.43 -3.00
H 2.17 -8.64 -3.19
C -4.37 -9.94 -4.14
C -3.59 -8.60 -4.06
C -3.39 -7.96 -2.67
O -2.46 -6.93 -2.70
C -2.53 -5.90 -1.73
N -2.22 -8.79 -4.56
H -3.78 -10.79 -3.78
H -4.60 -10.06 -5.20
H -5.34 -9.90 -3.64
H -4.04 -7.91 -4.77
H -3.23 -8.68 -1.87
H -4.32 -7.44 -2.48
H -3.55 -5.57 -1.55
H -1.76 -5.17 -1.96
H -2.23 -6.44 -0.83
H -2.43 -8.79 -5.54
H -1.91 -9.74 -4.45
*
```

## Properties
Energy above the lowest of the compared OMol25 structures with the same formula, charge and spin ... 7.073 eV
M ... 812.6 g/mol
Gap between HOMO and LUMO ... 7.83 eV

Here is a cluster of 2 separate species, C4H9BO in total at a distorted geometry from OMol25. Energies are from wB97M-V/def2-TZVPD.

```
! wB97M-V def2-TZVPD RIJCOSX def2/J DEFGRID3
* xyz 0 1
B 0.79 0.37 0.09
C -1.74 0.19 0.07
C 1.18 1.83 -0.26
C 1.70 -0.85 0.40
C -2.21 -1.21 -0.16
O -2.40 1.18 0.17
H 1.11 1.95 -1.35
H 2.19 2.11 0.03
H 0.49 2.56 0.15
H 1.23 -1.82 0.28
H 2.01 -0.79 1.45
H 2.61 -0.83 -0.19
H -3.30 -1.30 -0.05
H -1.92 -1.50 -1.17
H -1.72 -1.89 0.54
*
```

## Properties
Energy above the lowest of the compared OMol25 structures with the same formula, charge and spin ... 3.384 eV
M ... 83.9 g/mol
Gap between HOMO and LUMO ... 7.77 eV

Here is an isolated molecule of C3H5NO3S at a distorted geometry from OMol25. Energies are from wB97M-V/def2-TZVPD.

```
! wB97M-V def2-TZVPD RIJCOSX def2/J DEFGRID3
* xyz 0 1
C 0.33 1.62 0.17
C 0.53 0.12 0.51
C 1.27 -0.43 -0.73
N -0.71 -0.44 0.96
O 1.00 2.51 -0.13
O -1.94 -0.58 -1.40
O -3.17 -0.58 0.66
S -2.11 -0.01 -0.09
H 1.17 0.11 1.45
H 0.44 -0.80 -1.32
H 1.91 -1.26 -0.55
H 1.82 0.24 -1.44
H -0.52 -0.53 1.91
*
```

## Properties
Energy above the lowest of the compared OMol25 structures with the same formula, charge and spin ... 4.408 eV
M ... 135.1 g/mol
Gap between HOMO and LUMO (alpha / beta) ... 6.31 / 7.80 eV

Here is an isolated molecule of C2H4O3Si at a distorted geometry from OMol25. Energies are from wB97M-V/def2-TZVPD.

```
! wB97M-V def2-TZVPD RIJCOSX def2/J DEFGRID3
* xyz 0 1
C -1.57 0.31 -0.75
C 0.65 -0.12 1.30
O -2.17 -0.13 0.19
O 1.12 -0.77 -1.78
O 1.40 0.68 -1.74
Si 0.46 0.08 -0.56
H -1.95 0.54 -1.73
H 1.31 0.64 1.81
H -0.36 -0.18 1.68
H 1.12 -1.06 1.58
*
```

## Properties
SMILES ... C[Si]1(C=O)OO1
Energy above the lowest of the compared OMol25 structures with the same formula, charge and spin ... 3.808 eV
M ... 104.1 g/mol
Gap between HOMO and LUMO ... 9.33 eV

Question: What is the formula in the fourth record?
Answer: C32H88ClN8O12